# C28H29BNO3Ru

A structure of composition C28H29BNO3Ru (wB97M-V/def2-TZVPD, the Open Molecules 2025 dataset).

charge = +1
HOMO-LUMO gap (alpha / beta) = 0.29215 / 0.21121 hartree
spin multiplicity = 5
<S²> = 6.04
HOMO level (alpha / beta) = -0.409 / -0.414 Ha

Last column: Löwdin spin population.
Element x y z (Å)
C  -0.280  1.550  -1.147  0.073
C  -0.419  0.500  -2.117  0.247
C  -1.469  -0.340  -1.734  0.094
H  0.132  0.431  -3.042  0.009
C  -1.980  0.103  -0.495  0.308
C  -1.225  1.231  -0.050  0.028
H  -2.864  -0.266  0.011  0.013
C  3.036  1.648  0.263  0.153
C  2.690  1.505  -1.099  0.211
C  2.384  0.145  -1.356  0.177
H  2.646  2.295  -1.831  0.007
C  2.325  -0.542  -0.088  0.101
C  2.825  0.400  0.941  0.047
H  -1.864  -1.158  -2.337  0.000
H  -1.577  1.922  0.704  0.007
H  -0.042  2.568  -1.447  0.005
H  3.111  0.154  1.962  0.006
H  2.200  -0.329  -2.323  0.005
H  3.469  2.518  0.723  0.005
Ru  0.742  0.716  0.470  2.300
C  1.979  -1.992  0.202  0.008
C  2.992  -2.495  1.236  0.003
C  1.966  -2.866  -1.056  0.001
H  3.995  -2.331  0.822  0.001
H  2.854  -3.558  1.421  0.000
H  2.897  -1.929  2.166  0.000
H  2.943  -2.822  -1.555  0.001
H  1.175  -2.552  -1.762  0.000
H  1.772  -3.901  -0.736  0.000
C  0.473  -1.966  0.691  0.068
C  0.045  -3.016  1.684  0.008
H  -0.236  -2.021  -0.153  0.002
H  0.276  -0.974  1.244  0.030
O  0.786  -3.258  2.619  0.004
N  -1.168  -3.662  1.447  0.005
C  -2.433  -2.950  1.093  0.004
H  -1.315  -4.431  2.095  0.000
C  -2.883  -3.170  -0.332  0.001
C  -4.060  -2.565  -0.797  0.000
H  -4.683  -2.013  -0.092  0.000
C  -4.397  -2.641  -2.148  0.000
H  -5.293  -2.134  -2.510  0.000
C  -3.591  -3.369  -3.034  0.000
H  -3.847  -3.411  -4.095  0.000
C  -2.469  -4.053  -2.549  0.000
H  -1.848  -4.653  -3.220  0.000
C  -2.133  -3.981  -1.188  0.001
H  -1.287  -4.542  -0.782  0.000
H  -2.343  -1.861  1.304  0.002
H  -3.206  -3.346  1.777  0.000
O  1.477  3.805  0.157  0.004
B  0.801  2.738  0.874  0.032
O  0.055  3.334  1.927  0.019
C  0.146  4.688  1.748  0.003
C  -0.253  5.664  2.632  0.001
C  0.278  6.945  2.476  0.001
C  1.184  7.229  1.445  0.001
C  1.567  6.238  0.537  0.000
C  1.027  4.975  0.695  0.001
H  -0.940  5.406  3.430  0.000
H  -0.019  7.729  3.177  0.000
H  1.594  8.233  1.357  0.000
H  2.284  6.423  -0.256  0.000

Atoms 1-6, force components in eV/Å:
C -1.819 1.077 0.698
C -0.918 -0.698 -0.124
C 0.276 0.101 -0.297
H -0.003 0.036 0.028
C 0.005 -0.015 0.005
C -0.881 0.856 -1.033